The following is a DFT calculation (ωB97M-V with the def2-TZVPD basis set) of 17 unconnected molecules or ions with the total composition C69H152F18N10O30S6.

Element x y z (Å)
C  -0.675  -0.147  1.047
C  0.544  0.409  0.970
C  1.483  0.084  -0.125
O  2.661  0.612  -0.272
C  1.137  -0.842  -1.081
C  -0.196  -1.370  -1.189
C  -1.173  -1.071  0.020
O  -2.332  -1.527  0.063
O  -0.644  -2.130  -2.070
O  0.747  1.282  1.899
H  -1.361  0.237  1.787
H  1.812  -1.164  -1.860
C  5.534  3.848  -2.838
C  5.710  5.124  -1.984
C  6.772  5.166  -0.925
O  6.714  6.380  -0.122
C  7.897  7.123  -0.089
N  5.843  6.285  -2.962
H  5.903  7.049  -2.304
H  6.630  6.415  -3.581
H  4.949  6.345  -3.428
H  4.649  3.874  -3.473
H  5.482  3.010  -2.143
H  6.307  3.730  -3.597
H  4.743  5.315  -1.520
H  7.753  5.149  -1.399
H  6.636  4.274  -0.314
H  7.644  7.953  0.571
H  8.227  7.544  -1.039
H  8.724  6.576  0.364
C  -0.001  4.529  2.319
C  -1.306  4.381  1.444
C  -1.126  4.952  -0.009
O  0.000  4.185  -0.609
C  0.778  4.896  -1.582
N  -1.824  2.902  1.524
H  -2.060  2.667  2.478
H  -2.618  2.771  0.913
H  -1.046  2.288  1.330
H  0.046  5.521  2.767
H  0.913  4.312  1.766
H  0.047  3.855  3.175
H  -2.099  4.914  1.968
H  -0.968  6.030  0.037
H  -2.091  4.894  -0.514
H  0.976  5.938  -1.327
H  0.249  4.955  -2.533
H  1.773  4.578  -1.895
C  -3.338  -3.746  -3.288
C  -4.241  -2.531  -3.342
C  -5.759  -2.796  -3.639
O  -6.610  -1.644  -3.725
C  -7.908  -2.080  -4.001
N  -4.274  -1.689  -2.027
H  -3.428  -1.800  -1.487
H  -4.547  -0.717  -1.990
H  -4.958  -2.108  -1.413
H  -3.184  -4.240  -4.247
H  -3.744  -4.433  -2.545
H  -2.373  -3.468  -2.864
H  -3.784  -1.873  -4.082
H  -6.152  -3.473  -2.881
H  -5.789  -3.308  -4.601
H  -8.615  -1.250  -4.003
H  -8.320  -2.747  -3.244
H  -8.001  -2.524  -4.992
C  2.944  7.133  2.508
C  4.020  6.064  2.982
C  3.704  4.681  2.502
O  4.084  4.492  1.139
C  3.766  3.189  0.723
N  5.404  6.485  2.581
H  5.438  6.571  1.575
H  5.707  7.380  2.938
H  6.073  5.788  2.877
H  2.817  7.342  1.445
H  3.232  8.097  2.928
H  1.975  6.830  2.902
H  4.054  6.090  4.071
H  2.671  4.391  2.691
H  4.187  4.006  3.209
H  2.679  3.166  0.648
H  4.093  2.356  1.346
H  4.131  3.002  -0.287
C  -4.295  -3.811  1.554
C  -2.971  -4.099  2.363
C  -3.010  -5.482  3.077
O  -1.749  -5.784  3.642
C  -1.640  -5.232  4.934
N  -1.809  -4.094  1.340
H  -1.003  -4.560  1.732
H  -2.069  -4.649  0.537
H  -1.626  -3.182  0.947
H  -5.045  -3.508  2.284
H  -4.738  -4.682  1.070
H  -4.165  -2.989  0.849
H  -2.802  -3.315  3.102
H  -3.165  -6.250  2.319
H  -3.827  -5.676  3.772
H  -0.650  -5.468  5.325
H  -2.300  -5.705  5.661
H  -1.699  -4.151  5.062
C  -4.752  0.432  1.958
N  -6.037  1.047  2.554
C  -5.654  1.423  4.008
C  -6.311  2.269  1.740
C  -7.184  -0.040  2.417
C  -8.462  0.122  3.282
O  -9.097  1.334  3.051
H  -4.594  -0.528  2.450
H  -3.949  1.151  2.118
H  -4.991  0.277  0.906
H  -6.474  1.868  4.572
H  -4.803  2.104  4.001
H  -5.384  0.503  4.525
H  -5.369  2.802  1.609
H  -7.219  2.766  2.082
H  -6.558  1.988  0.717
H  -6.558  -0.893  2.678
H  -7.427  -0.209  1.368
H  -8.248  -0.099  4.328
H  -9.234  -0.576  2.958
H  -9.968  1.383  3.452
C  2.378  -5.285  -1.176
N  1.641  -6.386  -1.916
C  2.626  -7.078  -2.870
C  1.036  -7.413  -0.912
C  0.477  -5.843  -2.691
C  0.770  -4.844  -3.796
O  1.138  -3.591  -3.334
H  1.802  -4.792  -0.393
H  2.839  -4.664  -1.945
H  3.246  -5.786  -0.749
H  3.289  -7.653  -2.224
H  3.340  -6.348  -3.252
H  2.076  -7.691  -3.584
H  0.200  -7.963  -1.345
H  0.597  -6.830  -0.103
H  1.797  -8.087  -0.518
H  -0.086  -5.316  -1.921
H  -0.184  -6.681  -2.911
H  0.000  -4.700  -4.555
H  1.553  -5.198  -4.467
H  0.406  -3.077  -2.985
C  6.538  -2.223  2.112
N  5.353  -1.460  1.511
C  4.497  -2.429  0.583
C  4.372  -0.919  2.554
C  5.913  -0.357  0.569
C  6.710  0.785  1.240
O  7.263  1.592  0.276
H  6.951  -1.739  2.997
H  7.298  -2.577  1.416
H  6.073  -3.145  2.461
H  3.630  -1.815  0.338
H  4.186  -3.259  1.217
H  5.027  -2.760  -0.309
H  3.981  -1.667  3.245
H  3.517  -0.351  2.187
H  4.976  -0.293  3.210
H  5.039  0.104  0.110
H  6.565  -0.845  -0.156
H  7.547  0.425  1.838
H  6.218  1.427  1.972
H  7.834  2.223  0.720
C  1.238  4.027  -8.525
C  0.375  2.722  -8.491
C  0.235  2.062  -7.077
C  1.653  1.616  -6.649
N  1.626  0.539  -5.526
C  0.734  0.899  -4.397
C  1.544  1.939  -3.619
C  2.964  1.832  -3.954
C  3.001  0.593  -4.789
C  1.244  -0.842  -6.185
C  2.169  -1.229  -7.409
C  1.834  -2.704  -7.702
H  2.276  3.853  -8.242
H  0.736  4.714  -7.844
H  1.212  4.619  -9.440
H  0.813  1.910  -9.072
H  -0.654  2.959  -8.762
H  -0.519  1.280  -6.995
H  -0.039  2.793  -6.316
H  2.089  2.495  -6.174
H  2.418  1.349  -7.378
H  0.535  0.046  -3.749
H  -0.291  1.034  -4.740
H  1.400  1.652  -2.577
H  1.148  2.946  -3.751
H  3.587  1.806  -3.060
H  3.287  2.753  -4.439
H  2.904  -0.321  -4.203
H  3.861  0.651  -5.456
H  0.197  -0.781  -6.485
H  1.373  -1.593  -5.406
H  3.192  -1.019  -7.098
H  1.938  -0.665  -8.314
H  2.041  -2.917  -8.751
H  0.785  -2.969  -7.575
H  2.480  -3.441  -7.225
C  1.425  -0.841  10.773
C  1.014  0.418  10.017
C  0.164  0.300  8.709
C  0.971  -0.450  7.601
N  0.413  -0.243  6.172
C  1.091  -1.128  5.095
C  0.005  -1.755  4.259
C  -1.382  -1.156  4.689
C  -1.068  -0.770  6.142
C  0.523  1.279  5.733
C  1.925  1.912  5.995
C  2.143  3.123  5.139
H  0.572  -1.354  11.217
H  2.087  -0.487  11.563
H  1.767  -1.600  10.070
H  1.937  0.964  9.822
H  0.500  1.063  10.729
H  -0.238  1.255  8.371
H  -0.603  -0.404  9.033
H  0.912  -1.509  7.853
H  2.034  -0.231  7.706
H  1.854  -0.567  4.555
H  1.635  -1.910  5.624
H  0.174  -1.593  3.194
H  0.042  -2.839  4.361
H  -1.610  -0.192  4.233
H  -2.212  -1.849  4.552
H  -1.689  -0.060  6.688
H  -1.210  -1.648  6.771
H  -0.296  1.826  6.199
H  0.298  1.361  4.670
H  2.683  1.138  5.882
H  2.091  2.158  7.044
H  2.235  2.684  4.146
H  3.088  3.628  5.340
H  1.443  3.947  5.275
C  -3.500  0.009  -6.987
F  -2.746  -0.665  -6.175
F  -2.780  0.280  -8.168
F  -4.654  -0.683  -7.197
S  -4.044  1.716  -6.256
O  -4.699  1.509  -4.957
O  -2.817  2.464  -6.199
O  -4.937  2.201  -7.310
C  -3.264  3.620  7.027
F  -4.445  3.065  7.304
F  -3.255  4.862  7.488
F  -2.283  2.991  7.691
S  -2.702  3.699  5.108
O  -2.540  2.367  4.604
O  -3.747  4.370  4.299
O  -1.408  4.446  5.152
C  5.196  -4.066  -4.048
F  5.317  -5.390  -3.856
F  4.066  -3.832  -4.735
F  5.234  -3.427  -2.783
S  6.745  -3.416  -5.001
O  6.252  -2.113  -5.518
O  7.832  -3.425  -4.013
O  7.030  -4.383  -6.041
C  -9.040  -2.086  -0.491
F  -9.754  -2.871  -1.214
F  -8.769  -0.999  -1.207
F  -9.719  -1.627  0.516
S  -7.409  -2.959  0.077
O  -6.379  -1.959  -0.344
O  -7.572  -3.067  1.519
O  -7.367  -4.238  -0.619
C  -4.617  -7.592  -1.278
F  -4.871  -8.854  -1.298
F  -4.781  -7.083  -2.466
F  -5.437  -6.955  -0.476
S  -2.661  -7.404  -0.826
O  -2.014  -8.024  -2.018
O  -2.258  -5.993  -0.689
O  -2.467  -8.215  0.401
C  -2.405  2.066  -2.354
F  -1.554  1.795  -1.415
F  -1.928  3.034  -3.102
F  -2.600  0.997  -3.138
S  -4.156  2.453  -1.581
O  -4.859  1.170  -1.499
O  -3.836  2.938  -0.225
O  -4.816  3.479  -2.402

The value obtained for the highest occupied orbital energy is -9.73 eV. As for the energy: -264244.0829 eV. The value obtained for the lowest unoccupied orbital energy is -5.9 eV. As for the charge: +2.

These are the Löwdin partial charges, in e, on atoms 1 to 5: -0.036, -0.404, -0.365, -0.091, -0.010